Here is an isolated molecule of C4H10N4 from OMol25. Energies are from ωB97M-V/def2-TZVPD.

Bonds (Å) are listed after each position.
Positions of all 18 atoms, in Å:
1 H 0.18182 -1.42719 1.67279  N17 1.013
2 H 2.82954 -0.68747 -0.34257  N6 1.011
3 H -3.37524 0.06996 0.28788  C10 1.084
4 N 0.53976 1.97588 0.05035  H12 1.021, H15 1.022, C18 1.403
5 N -0.18790 -1.10504 -1.17620  H13 1.014, C14 1.458, H16 1.015
6 N 1.98711 -0.29791 -0.74410  H2 1.011, H11 1.019, C14 1.425
7 H 1.43925 -2.30025 0.83806  N17 1.011
8 C -1.32921 0.52976 0.32086  C10 1.314, C18 1.324
9 H -2.78595 1.14369 1.68322  C10 1.085
10 C -2.55720 0.57789 0.78615  H3 1.084, C8 1.314, H9 1.085
11 H 2.11453 0.68732 -0.96980  N6 1.019
12 H 0.38940 2.33402 -0.89350  N4 1.021
13 H 0.15902 -1.19259 -2.12446  N5 1.014
14 C 0.71701 -0.57800 -0.16192  N5 1.458, N6 1.425, N17 1.415, C18 1.522
15 H 0.09994 2.64480 0.68635  N4 1.022
16 H -1.06388 -1.60100 -1.04741  N5 1.015
17 N 0.86309 -1.47378 0.92391  H1 1.013, H7 1.011, C14 1.415
18 C -0.02108 0.69992 0.21038  N4 1.403, C8 1.324, C14 1.522

- gap between HOMO and LUMO (Ha) = 0.308
- relative energy (zero: lowest compared OMol25 entry of this formula, charge and spin) (eV) = 3.6389
- max |F| (eV Å⁻¹) = 3.29
- SMILES = C=C=C(N)C(N)(N)N
- LUMO level (eV) = 0.92
- calculated total energy (eV) = -10267.2119
- HOMO (eV) = -7.461